No. 1
96
Properties=species:S:1:pos:R:3:mulliken_charge:R:1 method="wB97M-V/def2-TZVPD" relative_energy_kj_mol=0.0 lumo_energy_ev="-6.285 / -7.123" homo_lumo_gap_ev="5.842 / 4.981" total_charge=+2 multiplicity=4
Tc -0.294 0.527 -0.135 -0.57
C 0.708 -1.943 -2.280 -1.57
O 0.927 -1.123 -1.116 0.82
C 2.021 -1.431 -0.322 0.96
C 3.032 -2.290 -0.714 -0.77
C 4.112 -2.513 0.127 -0.91
C 4.193 -1.871 1.352 -0.79
C 3.177 -1.021 1.751 -0.98
C 2.070 -0.813 0.932 -0.73
N 0.986 0.030 1.307 3.69
N 1.027 0.459 2.514 -1.41
C 0.202 1.327 3.074 0.20
C -0.774 2.083 2.339 0.32
O -0.929 1.942 1.063 0.07
C -1.536 3.056 3.025 -1.26
C -1.349 3.288 4.351 -0.93
C -0.404 2.555 5.127 0.70
C -0.233 2.804 6.499 -0.93
C 0.674 2.081 7.233 -0.69
C 1.423 1.076 6.613 -0.81
C 1.270 0.814 5.270 -0.41
C 0.368 1.558 4.498 0.81
H 0.852 -2.991 -2.025 0.60
H 1.378 -1.645 -3.086 0.34
H -0.321 -1.798 -2.590 0.42
H 2.999 -2.783 -1.674 0.54
H 4.895 -3.188 -0.188 0.48
H 5.048 -2.027 1.995 0.46
H 3.219 -0.505 2.698 0.49
H -2.272 3.614 2.461 0.57
H -1.938 4.049 4.849 0.46
H -0.825 3.581 6.967 0.45
H 0.812 2.291 8.285 0.44
H 2.131 0.502 7.197 0.45
H 1.844 0.029 4.799 0.34
C -3.101 1.984 -4.470 -0.67
N -2.212 2.844 -3.710 0.19
C -2.176 4.222 -3.744 -0.72
C -1.183 4.626 -2.938 -0.35
N -0.580 3.485 -2.406 0.44
C -1.243 2.391 -2.893 0.15
S -0.971 0.746 -2.642 -0.50
C 0.648 3.482 -1.705 0.98
C 1.422 4.638 -1.692 -1.01
C 2.641 4.626 -1.042 -0.65
C 3.083 3.445 -0.465 -1.19
C 2.263 2.340 -0.548 -0.40
N 1.052 2.354 -1.125 0.58
H -3.881 2.588 -4.923 0.34
H -3.543 1.240 -3.807 0.20
H -2.546 1.463 -5.249 0.33
H -2.863 4.808 -4.329 0.47
H -0.891 5.629 -2.691 0.47
H 1.090 5.533 -2.194 0.37
H 3.244 5.522 -1.004 0.46
H 4.037 3.377 0.037 0.53
H 2.597 1.387 -0.152 0.42
C -0.875 -7.237 2.414 -0.59
C 0.302 -6.510 2.322 -0.59
C 0.265 -5.170 1.958 -0.39
C -0.952 -4.560 1.682 0.30
C -2.137 -5.293 1.780 -0.34
C -2.094 -6.628 2.141 -0.79
P -1.042 -2.782 1.258 0.61
C -2.174 -2.200 2.575 0.69
C -1.589 -1.973 3.820 -0.80
C -2.355 -1.525 4.886 -0.60
C -3.715 -1.307 4.718 -0.77
C -4.308 -1.562 3.490 -0.65
C -3.545 -2.006 2.421 -0.07
C -2.029 -2.740 -0.268 -0.17
C -2.243 -3.863 -1.034 -0.60
C -3.133 -3.825 -2.120 -1.11
C -3.907 -2.718 -2.322 -0.96
C -3.733 -1.556 -1.536 1.34
C -4.616 -0.453 -1.617 -1.03
C -4.404 0.658 -0.849 -1.07
C -3.204 0.790 -0.128 0.08
C -2.271 -0.221 -0.091 0.47
C -2.641 -1.503 -0.622 0.51
H -0.847 -8.280 2.701 0.41
H 1.248 -6.988 2.541 0.43
H 1.186 -4.601 1.889 0.41
H -3.087 -4.816 1.573 0.37
H -3.015 -7.191 2.217 0.43
H -0.530 -2.172 3.953 0.36
H -1.893 -1.350 5.849 0.50
H -4.317 -0.962 5.548 0.44
H -5.376 -1.430 3.365 0.47
H -4.028 -2.212 1.475 0.41
H -1.755 -4.794 -0.772 0.63
H -3.253 -4.702 -2.742 0.48
H -4.673 -2.714 -3.088 0.47
H -5.482 -0.522 -2.264 0.48
H -5.114 1.474 -0.849 0.42
H -2.993 1.740 0.346 0.54

=====

No. 2
18
Properties=species:S:1:pos:R:3:mulliken_charge:R:1 method="wB97M-V/def2-TZVPD" relative_energy_kj_mol=383.3 lumo_energy_ev=0.947 homo_lumo_gap_ev=10.215 total_charge=0 smiles="C#CC.O=CO.C=C" multiplicity=1
C 0.299 1.523 -0.865 -0.45
C -0.581 1.637 -0.025 0.39
C -1.529 2.184 0.928 -1.12
H 0.997 1.886 -1.576 0.42
H -1.682 1.475 1.743 0.32
H -1.142 3.116 1.349 0.31
H -2.498 2.339 0.462 0.26
O -1.170 -0.619 0.693 -0.52
C -0.875 -1.539 -0.064 0.04
O -1.226 -1.551 -1.359 -0.41
H -0.682 -2.560 0.286 0.40
H -1.375 -0.644 -1.653 0.39
C 1.571 -1.236 -0.566 -0.34
C 2.202 -1.247 0.599 -0.46
H 1.696 -2.047 -1.275 0.33
H 1.097 -0.215 -0.912 -0.09
H 2.738 -2.107 0.972 0.27
H 2.159 -0.395 1.262 0.26

=====

No. 3
11
Properties=species:S:1:pos:R:3:mulliken_charge:R:1 method="wB97M-V/def2-TZVPD" relative_energy_kj_mol=0.0 lumo_energy_ev="0.938 / -0.596" homo_lumo_gap_ev="8.350 / 11.082" total_charge=0 multiplicity=3
C 0.793 -0.974 -0.720 -0.93
C -0.809 1.837 0.928 -0.42
C 1.191 0.068 0.256 0.40
F -0.940 2.510 -0.218 -0.22
F 1.368 -0.382 1.519 -0.23
Cl 2.424 1.183 -0.199 -0.16
H -0.119 -1.460 -0.389 0.26
H 1.578 -1.734 -0.788 0.31
H 0.648 -0.528 -1.698 0.33
H -1.593 1.122 1.100 0.33
H -0.334 2.392 1.716 0.33

=====

No. 4
99
Properties=species:S:1:pos:R:3:mulliken_charge:R:1 method="wB97M-V/def2-TZVPD" lumo_energy_ev=-4.152 homo_lumo_gap_ev=6.739 total_charge=+1 multiplicity=1
C 1.877 -4.598 0.613 -0.69
C 0.907 -4.840 -0.691 -0.45
P 0.305 -3.256 -1.509 -0.42
C 1.925 -2.354 -2.028 0.24
C 3.159 -3.352 -2.273 -1.24
C -0.755 -2.177 -0.400 0.34
C -1.606 -2.711 0.814 0.28
C -1.653 -4.254 1.205 -0.99
O -2.358 -4.991 0.145 -0.25
C -3.738 -5.082 0.578 0.66
C -4.253 -6.233 1.596 -0.87
O -4.501 -4.186 0.126 -0.51
N -2.410 -1.834 1.654 0.42
C -2.532 -0.422 1.435 0.14
P -3.655 0.510 2.697 0.05
O -2.579 1.673 3.405 -0.49
O -4.927 1.303 1.877 -0.40
C -1.819 0.298 0.268 0.13
C -2.054 1.862 0.062 -0.89
C -3.050 2.243 -1.157 -0.56
C -4.343 1.305 -1.288 0.10
C -4.971 1.429 -2.783 0.37
O -4.451 0.767 -3.723 -0.53
O -6.115 2.247 -2.969 -0.46
C -0.896 -0.618 -0.650 0.18
C -0.160 0.150 -1.864 -0.62
C 1.064 1.083 -1.350 -0.15
C 2.361 1.070 -2.288 -0.39
C 3.422 2.095 -1.591 -0.76
C 3.860 1.562 -0.113 -0.44
O 3.303 2.444 0.900 -0.17
C 3.470 1.932 2.215 0.55
C 2.340 1.121 3.028 -0.60
O 4.545 2.139 2.847 -0.55
H 2.929 -4.954 0.346 0.28
H 1.446 -5.252 1.445 0.29
H 1.830 -3.490 0.903 0.03
H 0.051 -5.565 -0.412 0.49
H 1.560 -5.449 -1.425 0.47
H 2.198 -1.618 -1.191 -0.23
H 1.775 -1.777 -3.016 0.52
H 3.670 -3.706 -1.317 0.18
H 3.912 -2.791 -2.941 0.40
H 2.760 -4.233 -2.907 0.32
H -0.648 -4.716 1.478 -0.19
H -2.322 -4.383 2.143 0.55
H -4.534 -5.714 2.589 0.28
H -3.333 -6.895 1.826 0.29
H -5.118 -6.840 1.168 0.33
H -2.936 -2.257 2.446 0.49
H -2.004 1.217 4.057 0.33
H -4.681 2.263 1.872 0.36
H -1.074 2.441 -0.142 -0.03
H -2.497 2.378 0.997 0.44
H -3.447 3.302 -0.909 0.43
H -2.500 2.376 -2.166 0.11
H -5.158 1.737 -0.596 0.21
H -4.159 0.193 -1.131 0.04
H -6.593 2.207 -2.111 0.37
H -0.956 0.883 -2.275 0.05
H 0.105 -0.529 -2.743 0.65
H 1.251 0.813 -0.257 -0.11
H 0.685 2.176 -1.346 0.20
H 2.906 0.071 -2.351 0.12
H 2.090 1.498 -3.322 0.34
H 4.391 2.190 -2.181 0.38
H 2.887 3.091 -1.400 0.27
H 4.988 1.406 -0.017 0.44
H 3.372 0.523 0.052 0.22
H 1.481 1.791 3.376 0.26
H 2.796 0.671 3.989 0.32
H 1.886 0.257 2.436 0.02
C 4.446 6.079 0.071 -0.56
C 4.204 6.260 1.556 -0.28
O 2.859 5.927 1.874 -0.55
H 3.766 6.708 -0.509 0.29
H 5.475 6.336 -0.192 0.33
H 4.254 5.043 -0.228 -0.09
H 4.375 7.299 1.847 0.32
H 4.873 5.623 2.143 0.24
H 2.721 5.002 1.621 0.30
C -2.201 4.759 -5.150 -1.04
C -1.367 5.164 -3.951 -0.28
O -0.318 4.227 -3.748 -0.43
H -2.623 3.761 -5.004 0.25
H -3.018 5.466 -5.315 0.35
H -1.586 4.716 -6.053 0.36
H -1.980 5.185 -3.047 0.22
H -0.933 6.158 -4.096 0.32
H 0.223 4.220 -4.549 0.27
C 0.628 -3.391 3.966 -0.51
C 0.668 -4.768 4.599 -0.45
O 1.939 -5.368 4.390 -0.51
H 0.829 -3.456 2.893 -0.17
H -0.348 -2.920 4.115 0.18
H 1.399 -2.745 4.395 0.56
H -0.089 -5.417 4.152 0.22
H 0.479 -4.709 5.675 0.37
H 2.603 -4.795 4.796 0.31

=====

No. 5
25
Properties=species:S:1:pos:R:3:mulliken_charge:R:1 method="wB97M-V/def2-TZVPD" relative_energy_kj_mol=437.0 lumo_energy_ev=0.166 homo_lumo_gap_ev=8.630 total_charge=0 smiles="CCC1=C[C@H]2O[C@@]2(CC)C=C1" multiplicity=1
C -3.182 -0.290 0.208 -1.08
C -2.324 -1.502 -0.117 -0.64
C -0.890 -1.252 -0.083 0.63
C 0.062 -1.662 0.836 -0.68
C 1.639 -1.421 0.747 -0.31
O 2.823 -1.900 -0.022 -0.57
C 2.126 -0.576 -0.276 1.24
C 3.011 0.662 -0.185 -0.65
C 2.165 1.957 -0.096 -1.14
C 1.083 -0.478 -1.302 -1.17
C -0.239 -0.653 -1.167 -0.09
H -3.989 -0.517 0.983 0.33
H -3.507 0.238 -0.693 0.28
H -2.633 0.403 0.889 0.35
H -2.464 -1.923 -1.111 0.43
H -2.621 -2.251 0.733 0.26
H -0.231 -2.069 1.799 0.29
H 1.919 -1.378 1.862 0.25
H 3.817 0.880 0.582 0.33
H 3.586 0.880 -1.118 0.26
H 1.652 1.927 0.913 0.26
H 1.442 2.159 -0.911 0.32
H 2.802 2.842 0.000 0.41
H 1.390 -0.108 -2.305 0.35
H -0.977 -0.393 -1.914 0.34

=====

No. 6
83
Properties=species:S:1:pos:R:3:mulliken_charge:R:1 method="wB97M-V/def2-TZVPD" relative_energy_kj_mol=370.9 lumo_energy_ev=-0.642 homo_lumo_gap_ev=8.603 total_charge=0 smiles="C[N+](=O)[O-].C[N+](=O)[O-].C[N+](=O)[O-].C[N+](=O)[O-].C[N+](=O)[O-].CN(C)C=O.CN(C)C=O.CN(C)C=O.CN(C)C=O" multiplicity=1
C -5.840 -24.471 -4.547 -0.75
N -5.796 -24.922 -5.978 0.89
O -5.997 -24.077 -6.820 -0.52
O -5.573 -26.106 -6.128 -0.52
H -5.224 -23.573 -4.490 0.26
H -5.392 -25.343 -4.071 0.33
H -6.762 -24.491 -3.966 0.31
C -4.238 -20.558 -17.769 -0.70
N -4.931 -20.877 -18.999 0.82
O -5.232 -22.074 -19.148 -0.49
O -5.181 -19.976 -19.824 -0.50
H -3.304 -21.120 -17.742 0.27
H -4.943 -20.770 -16.965 0.32
H -4.106 -19.477 -17.725 0.29
C -2.534 -22.009 -10.732 -0.76
N -2.765 -21.710 -12.115 0.94
O -2.148 -20.843 -12.593 -0.54
O -3.435 -22.447 -12.799 -0.55
H -2.102 -22.997 -10.884 0.30
H -3.437 -22.137 -10.135 0.28
H -1.866 -21.223 -10.380 0.32
C -1.749 -19.531 -3.129 -0.77
N -2.704 -19.644 -4.248 0.81
O -2.233 -19.544 -5.377 -0.47
O -3.904 -19.402 -4.006 -0.49
H -2.128 -18.837 -2.378 0.30
H -0.802 -19.156 -3.518 0.33
H -1.583 -20.559 -2.808 0.29
C -0.791 -14.946 -12.670 -0.73
N 0.048 -15.628 -11.659 0.81
O -0.509 -16.575 -11.087 -0.47
O 1.265 -15.312 -11.594 -0.50
H -1.565 -15.622 -13.034 0.30
H -0.110 -14.554 -13.426 0.31
H -1.361 -14.165 -12.168 0.29
C 0.301 -31.141 -10.731 -0.89
N -0.342 -29.835 -11.124 0.06
C 0.511 -28.690 -11.028 -0.94
C -1.653 -29.862 -11.630 0.15
O -2.258 -28.887 -11.953 -0.53
H 1.139 -31.321 -11.403 0.35
H -0.408 -31.969 -10.771 0.27
H 0.764 -31.253 -9.751 0.32
H 1.041 -28.485 -11.958 0.28
H -0.006 -27.811 -10.642 0.34
H 1.148 -28.935 -10.178 0.33
H -2.033 -30.895 -11.676 0.26
C -5.728 -17.715 -10.380 -0.96
N -6.468 -18.884 -10.822 0.16
C -6.415 -19.071 -12.282 -0.97
C -7.337 -19.509 -10.025 0.01
O -8.293 -20.230 -10.355 -0.60
H -4.978 -17.329 -11.070 0.31
H -5.107 -17.996 -9.530 0.37
H -6.289 -16.824 -10.097 0.31
H -5.435 -18.824 -12.690 0.33
H -6.688 -20.118 -12.415 0.32
H -7.248 -18.453 -12.617 0.37
H -7.270 -19.122 -8.997 0.37
C 3.004 -19.100 -18.404 -1.03
N 1.637 -19.003 -18.822 0.10
C 0.785 -18.303 -17.780 -0.88
C 1.162 -19.749 -19.829 0.17
O -0.056 -19.831 -20.166 -0.60
H 3.325 -18.195 -17.888 0.32
H 3.672 -19.041 -19.263 0.39
H 3.180 -19.883 -17.666 0.32
H -0.123 -18.053 -18.329 0.30
H 0.462 -18.957 -16.970 0.33
H 1.306 -17.484 -17.286 0.31
H 1.986 -20.085 -20.477 0.29
C 2.005 -24.997 -6.565 -0.79
N 1.030 -25.781 -5.794 0.12
C -0.290 -25.181 -5.577 -1.00
C 1.299 -27.003 -5.256 0.21
O 0.450 -27.798 -4.701 -0.63
H 2.957 -25.527 -6.538 0.26
H 2.146 -23.996 -6.159 0.31
H 1.683 -24.846 -7.595 0.30
H -1.109 -25.880 -5.412 0.34
H -0.162 -24.403 -4.824 0.32
H -0.586 -24.769 -6.542 0.32
H 2.363 -27.218 -5.443 0.25

=====

No. 7
119
Properties=species:S:1:pos:R:3:mulliken_charge:R:1 method="wB97M-V/def2-TZVPD" lumo_energy_ev="1.792 / -1.150" homo_lumo_gap_ev="5.818 / 4.539" total_charge=-1 multiplicity=6
Ir 0.856 0.201 -1.248 3.78
C 2.654 -1.512 -6.560 -1.72
C 2.930 -1.109 -5.095 1.24
C 4.354 -0.521 -4.956 -1.53
C 2.688 -2.241 -4.123 0.38
C 3.530 -3.340 -4.069 -0.42
C 3.299 -4.329 -3.111 -1.29
C 2.184 -4.275 -2.268 -1.15
C 1.362 -3.126 -2.259 0.89
C 0.267 -2.998 -1.212 4.04
C 0.315 -4.089 -0.139 -2.15
C -1.168 -2.972 -1.719 -1.25
C 1.617 -2.138 -3.212 -0.90
N 0.847 -0.939 -3.002 0.82
C -0.234 -0.803 -3.804 -0.01
O -0.496 -1.397 -4.842 -0.74
C -1.238 0.185 -3.236 -0.13
C -2.217 0.717 -4.069 -0.75
C -3.180 1.519 -3.458 -1.04
C -3.135 1.689 -2.099 -1.25
C -2.189 1.010 -1.325 0.51
N -1.223 0.282 -1.901 0.54
C -2.673 0.955 0.147 -0.32
O -3.339 1.893 0.587 -0.79
N -2.472 -0.266 0.686 1.03
C -3.048 -0.572 1.883 -1.09
C -4.050 -1.521 1.984 1.28
C -4.777 -1.872 3.140 -0.50
C -4.604 -1.518 4.488 -1.32
C -3.618 -0.859 5.084 -1.78
C -2.315 -0.428 4.471 3.82
C -1.692 0.592 5.514 0.29
C -2.486 1.888 5.561 -1.64
C -0.188 0.904 5.437 -1.42
C -4.627 -2.094 0.669 1.60
C -5.797 -1.189 0.236 -1.07
C -5.117 -3.560 0.653 -1.77
H 2.605 -0.578 -7.151 0.43
H 1.684 -1.996 -6.581 0.43
H 3.473 -2.099 -6.968 0.33
H 2.226 -0.289 -4.788 -0.21
H 5.130 -1.224 -5.268 0.40
H 4.551 -0.213 -3.913 0.20
H 4.353 0.348 -5.585 0.43
H 4.366 -3.424 -4.782 0.34
H 3.966 -5.158 -3.049 0.43
H 1.948 -5.084 -1.603 0.41
H 0.385 -2.017 -0.636 -2.19
H 0.174 -5.069 -0.565 0.70
H -0.490 -3.954 0.567 0.28
H 1.249 -4.075 0.440 0.31
H -1.638 -3.975 -1.792 0.60
H -1.333 -2.549 -2.716 0.23
H -1.877 -2.396 -1.073 -0.24
H -2.252 0.435 -5.092 0.68
H -3.997 1.964 -3.991 0.47
H -3.899 2.274 -1.540 0.50
H -5.641 -2.482 2.916 0.12
H -5.436 -1.747 5.148 0.31
H -3.757 -0.755 6.154 0.30
H -1.882 0.054 6.467 0.67
H -2.066 2.540 6.326 0.51
H -2.546 2.395 4.634 0.26
H -3.530 1.680 5.871 0.36
H 0.089 1.543 4.551 0.08
H 0.328 -0.039 5.362 0.34
H 0.158 1.367 6.355 0.68
H -3.799 -1.991 -0.036 -1.15
H -6.544 -0.961 1.057 0.20
H -6.365 -1.550 -0.634 0.39
H -5.305 -0.230 -0.015 0.23
H -5.915 -3.717 1.383 0.37
H -4.333 -4.243 0.835 0.38
H -5.510 -3.782 -0.312 0.49
S 0.620 2.594 -2.154 -0.20
C 0.336 3.641 -0.723 1.15
C 0.003 4.961 -0.901 -0.59
C -0.183 5.813 0.200 -0.69
C -0.004 5.402 1.486 -1.05
C 0.336 4.036 1.670 -0.47
C 0.449 3.184 0.605 -0.16
As 0.858 1.333 0.830 0.94
C 2.628 1.610 1.758 0.70
C 2.938 1.024 2.986 -0.29
C 4.149 1.261 3.564 -0.76
C 5.100 2.045 2.897 -0.58
C 4.803 2.622 1.659 -0.72
C 3.538 2.385 1.074 -0.79
C -0.231 0.472 2.206 0.78
C -1.397 1.057 2.564 -1.65
C -2.548 0.267 3.099 -0.64
C -1.422 -1.614 4.264 -2.21
C -0.418 -1.734 3.353 -0.75
C 0.100 -0.881 2.375 0.10
H -0.172 5.381 -1.872 0.51
H -0.591 6.818 0.005 0.32
H -0.051 6.122 2.286 0.45
H 0.412 3.678 2.693 0.43
H 2.136 0.442 3.445 0.30
H 4.485 0.691 4.431 0.35
H 6.093 2.194 3.279 0.41
H 5.562 3.175 1.119 0.45
H 3.284 2.859 0.127 0.37
H -1.550 2.124 2.475 -0.22
H -3.322 0.961 3.336 1.19
H -1.556 -2.415 4.966 0.27
H 0.112 -2.667 3.479 0.46
H 0.853 -1.320 1.781 -0.08
I 3.378 -1.897 0.606 -0.15
C 2.854 -0.483 -0.932 -1.91
H 3.423 0.400 -0.687 0.65
H 3.308 -0.898 -1.839 0.42
N 2.976 1.561 -2.969 -0.22
C 3.698 2.440 -3.253 0.64
C 4.644 3.390 -3.491 -0.18
C 4.659 4.051 -4.793 0.06
N 4.762 4.531 -5.824 -0.52
C 5.372 3.878 -2.414 0.14
N 5.992 4.333 -1.576 -0.51

=====

Copy entry 5 word for word.
25
Properties=species:S:1:pos:R:3:mulliken_charge:R:1 method="wB97M-V/def2-TZVPD" relative_energy_kj_mol=437.0 lumo_energy_ev=0.166 homo_lumo_gap_ev=8.630 total_charge=0 smiles="CCC1=C[C@H]2O[C@@]2(CC)C=C1" multiplicity=1
C -3.182 -0.290 0.208 -1.08
C -2.324 -1.502 -0.117 -0.64
C -0.890 -1.252 -0.083 0.63
C 0.062 -1.662 0.836 -0.68
C 1.639 -1.421 0.747 -0.31
O 2.823 -1.900 -0.022 -0.57
C 2.126 -0.576 -0.276 1.24
C 3.011 0.662 -0.185 -0.65
C 2.165 1.957 -0.096 -1.14
C 1.083 -0.478 -1.302 -1.17
C -0.239 -0.653 -1.167 -0.09
H -3.989 -0.517 0.983 0.33
H -3.507 0.238 -0.693 0.28
H -2.633 0.403 0.889 0.35
H -2.464 -1.923 -1.111 0.43
H -2.621 -2.251 0.733 0.26
H -0.231 -2.069 1.799 0.29
H 1.919 -1.378 1.862 0.25
H 3.817 0.880 0.582 0.33
H 3.586 0.880 -1.118 0.26
H 1.652 1.927 0.913 0.26
H 1.442 2.159 -0.911 0.32
H 2.802 2.842 0.000 0.41
H 1.390 -0.108 -2.305 0.35
H -0.977 -0.393 -1.914 0.34